# 1
{"formula": "C21H29I2N2O6P", "method": "ωB97M-V/def2-TZVPD", "smiles": "CCOCCCCCc1ccc([C@@H](I)[C@H](C)I)c2c1C(=O)C=C(P(O)O)C2=O.NC(N)=O", "e_tot_ha": -2315.2674, "homo_energy_ev": -9.3, "species": ["N", "H", "O", "C", "C", "P", "H", "O", "C", "I", "H", "H", "H", "C", "H", "N", "C", "C", "H", "H", "C", "H", "C", "C", "I", "C", "H", "H", "C", "H", "H", "O", "C", "C", "H", "H", "H", "C", "H", "H", "C", "H", "C", "H", "C", "H", "H", "H", "H", "O", "H", "H", "C", "H", "O", "C", "C", "O", "C", "H", "H"], "positions_angstrom": [[-6.3921, -1.6857, -3.2791], [6.7933, -3.1554, 1.5428], [-3.7228, -2.5395, -2.0198], [3.1063, 2.8482, 1.0806], [-4.8124, -1.1073, 2.6079], [-2.1527, -2.3921, -2.6226], [3.1107, 2.0110, 1.8193], [6.1015, -0.3696, 0.5028], [0.6242, 2.2418, 0.4234], [-4.8570, 0.8530, 0.0699], [-6.8878, -0.8737, -2.9624], [5.0696, 1.7105, -1.3577], [-5.8079, -0.6010, 2.5659], [-1.7563, -0.8502, -0.0230], [4.3150, 3.7251, -0.5212], [-8.1613, -2.2984, -4.6107], [-1.2634, 0.5261, 0.4699], [-1.4983, 2.6921, 1.6877], [5.9763, -1.1615, 2.4380], [1.8909, 3.7298, -0.5045], [0.9107, -0.0832, -0.8260], [7.1681, 1.2265, -0.2566], [4.9917, 1.6570, -0.2392], [-3.6201, -0.0974, 2.8568], [-3.8214, 0.5847, 4.9085], [-0.1766, 3.1243, 1.2688], [4.1622, 0.9196, -0.0388], [7.4461, -2.3001, 0.0595], [7.4159, -2.2994, 1.1826], [-8.5709, -2.9382, -5.2679], [8.4851, -2.3800, 1.5237], [-1.4825, -3.9375, -2.3870], [-3.5213, 1.0769, 1.7938], [6.2896, 1.0639, 0.4244], [2.3963, 2.0728, -0.9218], [-3.7665, -3.2275, -1.3279], [6.4538, 1.5357, 1.4257], [-1.1928, -1.3136, -1.4127], [-8.6883, -1.4974, -4.3179], [-1.0884, -3.9639, -1.4921], [-6.9017, -2.5828, -4.1679], [7.5056, -0.2544, 2.1311], [6.7503, -0.9292, 1.6555], [-2.6499, -0.6607, 2.8067], [-2.0814, 1.3922, 1.3070], [2.9015, 3.8358, 1.5876], [-2.1015, 3.3990, 2.3130], [-4.8597, -1.8469, 3.4562], [5.2648, 3.5349, 1.0337], [-6.2832, -3.5645, -4.5404], [-3.8868, 2.0060, 2.3125], [0.2452, 4.1087, 1.5712], [0.0541, -0.9449, -1.8181], [-5.4628, -1.8611, -2.9281], [-2.4938, -1.6032, 0.5716], [2.0305, 2.6985, -0.0618], [4.5144, 3.0467, 0.3575], [2.1008, -0.2639, -0.7556], [0.0997, 0.9234, 0.0322], [-4.6876, -1.7056, 1.6741], [0.4750, -1.2543, -2.8009]], "forces_ev_per_a": [[0.315, 0.145, 0.234], [0.768, 0.579, -0.366], [1.716, -0.313, 0.183], [0.609, 1.241, -0.853], [0.072, -0.379, 0.634], [-0.583, -0.751, -0.396], [-0.012, 0.616, -0.656], [0.710, 1.125, 1.248], [-0.594, -1.031, 0.175], [0.356, 0.280, 0.306], [-0.039, -0.060, -0.065], [0.190, -0.043, 1.027], [0.899, -0.219, 0.083], [1.018, 0.076, -1.131], [0.336, -0.339, 1.044], [-0.406, -0.084, -0.258], [0.707, 0.852, 0.167], [0.812, -0.663, -0.792], [0.604, 0.326, -0.609], [0.152, -0.942, 0.468], [-1.189, -0.305, -0.618], [-0.515, 0.184, 0.834], [-0.299, -0.082, 0.423], [-0.226, -1.343, -1.395], [0.216, 0.186, -0.526], [-0.939, -2.374, -0.771], [0.962, 0.598, -0.203], [-0.168, -0.025, 1.083], [0.032, 0.684, 0.043], [0.049, 0.062, 0.068], [-1.140, -0.099, -0.089], [-0.359, 1.791, 0.996], [0.557, 0.723, 1.081], [-0.806, -0.027, -1.225], [-0.357, 0.411, 1.134], [-0.122, 0.464, -0.160], [-0.082, -0.500, -0.711], [0.491, 0.153, 0.615], [0.057, -0.029, 0.006], [-0.166, -0.305, -0.509], [0.163, -0.066, 0.022], [-0.543, -0.359, -0.672], [0.158, -1.561, -0.165], [-1.071, 0.544, 0.290], [1.740, 0.900, -0.390], [-0.023, -1.189, -0.073], [0.545, -0.856, -0.632], [0.146, 0.784, -0.771], [-0.620, -0.527, -0.610], [-0.086, 0.028, -0.010], [0.218, -0.894, -0.833], [-0.522, -0.889, -0.274], [-0.848, 0.591, 1.194], [-0.066, -0.029, 0.018], [0.275, 0.531, -0.003], [-0.592, 0.498, -0.116], [-0.717, -0.611, -0.471], [-0.425, 0.354, 0.095], [-1.357, 1.271, 1.278], [0.119, 0.702, 0.657], [-0.121, 0.193, 0.943]], "nbo_charge": [-0.860, 0.211, -0.995, -0.392, -0.655, 1.355, 0.216, -0.555, 0.052, 0.104, 0.379, 0.208, 0.222, 0.544, 0.201, -0.854, -0.035, -0.112, 0.169, 0.215, 0.549, 0.177, -0.448, -0.325, 0.083, -0.213, 0.240, 0.227, -0.642, 0.406, 0.208, -0.963, -0.355, -0.063, 0.237, 0.505, 0.169, -0.444, 0.383, 0.488, 0.770, 0.170, -0.067, 0.242, -0.087, 0.201, 0.218, 0.226, 0.208, -0.660, 0.247, 0.232, -0.227, 0.430, -0.536, -0.449, -0.399, -0.499, -0.144, 0.240, 0.247]}

=====

# 2
{"formula": "C42H33As2F2N4PdSe", "method": "ωB97M-V/def2-TZVPD", "total_charge": 1, "e_tot_ha": -9039.6656, "relative_energy_ev": 1.642, "homo_energy_ev": [-10.3, -10.3], "species": ["H", "C", "C", "H", "C", "C", "H", "C", "C", "C", "H", "C", "H", "N", "C", "H", "C", "H", "C", "C", "N", "H", "C", "H", "C", "C", "H", "C", "H", "C", "C", "C", "C", "C", "Se", "C", "H", "H", "H", "H", "H", "H", "H", "F", "H", "H", "C", "H", "F", "H", "Pd", "C", "C", "H", "H", "H", "H", "C", "H", "C", "C", "C", "C", "C", "N", "H", "C", "C", "C", "N", "C", "C", "H", "H", "H", "H", "C", "C", "As", "C", "C", "C", "C", "As", "H"], "positions_angstrom": [[-0.6370, -1.1220, -2.9147], [-5.9300, -0.3364, -2.3683], [-4.7968, -0.0271, -3.1033], [-3.3046, -5.4350, 1.2259], [-1.4446, 3.1095, -0.7168], [5.8429, -2.8290, -0.5185], [2.5987, -3.2314, 0.3514], [-2.6223, -3.5572, 0.4597], [2.1233, 0.9569, -4.6972], [3.3860, 3.0118, 2.9274], [4.4982, 0.1034, -1.5606], [2.3854, 2.2893, -4.4271], [2.2050, 2.1960, -1.0456], [-1.0510, -0.3732, 5.3492], [-3.7602, 0.7517, 3.1621], [-3.7595, 0.2188, 5.2604], [-1.6886, -2.5339, 0.5963], [-2.3483, 4.7854, -1.7032], [2.7173, 0.8929, 1.9688], [-3.5440, -0.2113, -2.5463], [-0.5016, 2.6599, 0.0969], [2.8976, -0.1759, 1.8801], [-4.5574, -1.0235, -0.5205], [6.7888, -3.3481, -0.4803], [-0.6789, -2.6525, 1.5485], [3.5933, 1.6591, 2.7226], [6.6620, -1.0834, -1.4481], [4.5584, -0.8894, -1.1244], [0.6389, -3.0101, -0.8575], [-0.6824, 5.3502, -0.4678], [2.1802, 1.8510, -2.0781], [-3.1839, 0.3300, 4.3548], [4.7007, -3.4311, -0.0151], [2.4155, 2.7358, -3.1159], [0.6224, -0.6075, 4.7999], [1.9274, 0.5071, -2.3426], [2.0969, 0.6095, -5.7182], [-6.6966, -1.0293, -0.4943], [2.6329, 3.7718, -2.9070], [-6.9060, -0.1999, -2.8071], [-4.4624, -1.4073, 0.4912], [-4.8863, 0.3539, -4.1097], [1.3060, -2.6333, -2.4533], [2.1199, 4.9133, 2.5346], [-2.1135, 2.3601, -1.1383], [0.0873, -1.8717, 1.6355], [0.6977, -2.2288, -1.6298], [1.7296, -0.9820, -3.8789], [4.6636, 1.0811, 3.2781], [-4.8131, 0.9804, 3.1321], [0.0866, 0.4343, 0.6070], [1.6173, 1.4969, 1.3852], [3.4059, -1.4977, -0.6346], [-3.3866, -3.4986, -0.3086], [0.1249, -3.7881, 3.1717], [1.0125, 5.5730, 0.7963], [4.0518, 3.5977, 3.5408], [2.3038, 3.6012, 2.3076], [-0.7395, 6.4052, -0.6942], [0.3672, 3.5138, 0.6696], [-1.1079, 0.1937, 3.1037], [-1.8180, 0.0380, 4.3522], [-2.5751, -4.6445, 1.3159], [3.4887, -2.7650, -0.0621], [-1.7002, 0.5843, 1.9808], [-3.4628, 1.1612, 1.0583], [-1.6074, -4.7216, 2.3052], [5.7711, -1.5572, -1.0642], [-0.6990, -1.8286, -2.0766], [0.1917, -0.1088, 3.1167], [-5.8104, -0.8145, -1.0731], [-1.5778, 4.4515, -1.0304], [-1.6127, -5.5552, 2.9919], [-2.6546, 0.0569, -3.1109], [-1.2841, -2.7033, -2.3921], [4.7542, -4.4208, 0.4132], [-3.0173, 0.8544, 2.0004], [1.4170, 2.8910, 1.4828], [-1.6115, -0.9651, -0.5418], [0.2981, 4.8818, 0.3845], [1.9065, 0.0656, -3.6612], [-0.6437, -3.7319, 2.4130], [-3.4127, -0.7454, -1.2653], [1.6416, -0.6742, -0.8279], [2.5755, 2.9715, -5.2406]], "forces_ev_per_a": [[-0.130, -0.107, 0.188], [-0.016, 0.020, -0.030], [-0.026, -0.002, -0.006], [-0.085, -0.057, -0.042], [-0.114, 0.213, -0.136], [-0.013, 0.032, -0.001], [0.079, -0.048, -0.046], [-0.016, 0.194, -0.094], [0.008, -0.032, -0.085], [0.048, -0.012, 0.050], [0.067, -0.102, 0.005], [-0.009, -0.012, 0.020], [-0.020, -0.003, -0.204], [-0.194, -0.250, 1.023], [-0.485, -0.547, 2.033], [-0.099, 0.048, 0.061], [-0.075, -0.009, -0.057], [-0.154, 0.008, -0.109], [0.419, -0.055, 0.260], [0.394, -0.069, 0.064], [0.224, -0.061, 0.348], [-0.001, 0.181, 0.071], [0.276, -0.023, 0.158], [0.064, -0.037, -0.005], [0.277, 0.399, 0.101], [-0.398, 0.163, -0.349], [0.063, 0.047, -0.035], [-0.334, 0.226, -0.030], [0.107, 0.267, -0.166], [-0.096, -0.259, -0.038], [-0.048, -0.076, 0.373], [-1.159, 0.452, -0.743], [0.036, -0.036, 0.042], [0.067, 0.047, -0.075], [-1.797, 0.738, -1.239], [0.002, 0.059, 0.073], [0.012, -0.057, -0.113], [-0.054, -0.050, 0.041], [0.000, 0.114, 0.068], [-0.112, 0.029, -0.015], [-0.067, -0.005, -0.077], [-0.017, 0.052, -0.057], [-0.164, 0.194, 0.244], [-0.002, 0.036, -0.020], [0.075, 0.121, 0.015], [-0.402, -0.398, -0.056], [0.133, -0.007, 0.003], [0.004, 0.052, -0.065], [0.065, -0.074, 0.090], [-0.127, 0.038, 0.021], [1.035, 0.390, -2.612], [-0.316, 0.082, 0.141], [-0.114, 0.115, 0.240], [0.022, -0.044, 0.074], [0.049, -0.057, 0.027], [0.031, -0.021, 0.102], [0.057, 0.043, 0.043], [-0.044, -0.447, -0.215], [-0.019, 0.036, -0.035], [-0.346, 0.315, -0.369], [0.700, -0.642, 1.747], [1.866, -0.259, -0.388], [-0.090, -0.093, 0.040], [-0.292, 0.120, 0.087], [-2.029, 0.983, -0.462], [0.060, 0.010, 0.097], [0.017, -0.059, 0.080], [0.028, 0.014, 0.013], [-0.052, 0.040, -0.153], [-0.278, -0.227, 1.075], [-0.055, -0.025, 0.009], [0.009, 0.032, 0.031], [0.047, -0.082, 0.023], [-0.122, -0.058, -0.028], [0.085, 0.247, 0.088], [-0.001, -0.072, 0.051], [2.730, -0.254, -0.590], [0.481, -0.158, 0.242], [0.234, -0.909, -0.671], [0.038, -0.047, 0.030], [-0.048, -0.288, 0.212], [-0.088, -0.103, -0.020], [0.160, 0.303, 0.242], [0.045, -0.340, -0.538], [-0.004, 0.110, -0.073]], "lowdin_charge": [0.056, -0.069, -0.071, 0.109, -0.132, -0.070, 0.095, -0.096, -0.072, 0.073, 0.104, -0.071, 0.084, -0.228, -0.029, 0.127, -0.372, 0.105, -0.094, -0.117, 0.044, 0.094, -0.131, 0.109, -0.163, -0.273, 0.110, -0.088, 0.059, -0.043, -0.112, 0.040, -0.074, -0.067, 1.202, -0.370, 0.108, 0.110, 0.109, 0.110, 0.100, 0.111, 0.084, 0.076, 0.098, 0.042, -0.406, 0.099, 0.083, 0.114, 0.489, -0.250, -0.356, 0.104, 0.102, 0.110, 0.136, -0.209, 0.115, -0.216, -0.471, -0.369, -0.069, -0.116, 0.002, 0.111, -0.069, -0.068, -0.402, -0.255, -0.070, -0.050, 0.110, 0.099, 0.090, 0.108, -0.098, -0.127, 1.263, 0.009, -0.101, -0.073, -0.373, 1.282, 0.108]}

=====

no.,M (g mol⁻¹)
1,690.3
2,967.0